No. 1
Molecular formula: C2HClO2
Method: DFT, ωB97M-V/def2-TZVPD

Output
LUMO level (eV): 0.499
Largest force on an atom (eV/Å): 4.54
SMILES string: O=C1O[C@@H]1Cl
Orbital gap (Eh): 0.414
HOMO level (eV): -10.780

Each line ends with the natural charge from an NBO analysis.
CARTESIAN COORDINATES (ANGSTROEM)
C (0.2848, 0.3008, 0.2332)  -0.0457
C (-0.6361, -0.5313, -0.3546)  0.7424
O (-0.4687, 0.6212, -1.1417)  -0.4526
O (-1.1507, -1.5328, -0.0658)  -0.4765
Cl (2.0308, 0.3799, 0.2927)  0.0355
H (-0.0601, 0.7623, 1.0361)  0.1968

No. 2
Molecular formula: Br2Cl2IMnO8
Method: DFT, ωB97M-V/def2-TZVPD

Output
2S+1: 7
LUMO level (spin up / spin down) (eV): 4.106 / 0.514
Largest force on an atom (eV/Å): 9.16
Orbital gap (spin up / spin down) (Eh): 0.291 / 0.159
HOMO level (spin up / spin down) (eV): -3.824 / -3.819
Total charge: -2

Each line ends with the Mulliken spin population.
CARTESIAN COORDINATES (ANGSTROEM)
Mn (4.5980, -21.7171, 18.7063)  4.8783
I (5.5853, -22.8841, 16.2583)  1.0054
Br (5.7109, -22.7936, 20.6002)  0.0606
Br (2.8731, -19.8642, 18.1905)  0.0418
Cl (2.1312, -24.9790, 18.8355)  0.0135
O (2.1369, -25.6366, 17.5456)  0.0008
O (2.4165, -25.9385, 19.8363)  -0.0004
O (2.8612, -23.8255, 18.6953)  -0.0116
O (0.7741, -24.6503, 19.1931)  0.0024
Cl (7.5008, -18.5828, 18.4909)  0.0096
O (8.2392, -18.7337, 17.3860)  0.0015
O (6.7347, -17.3730, 18.3179)  0.0015
O (6.5868, -19.6181, 18.3979)  -0.0041
O (8.1908, -18.4150, 19.7809)  0.0007

| no. | calculated total energy (eV) |
| --- | --- |
| 1 | -18704.914 |
| 2 | -220919.527 |